# 1
ORCA calculation (wB97M-V/def2-TZVPD) on a structure of composition C30H47BrN4OP2Pd.

Its net charge is +2. The value obtained for the LUMO energy (alpha / beta) is -0.2433 / -0.2911 Eh. As for the energy above the lowest of the compared OMol25 structures with the same formula, charge and spin: 0.0 kcal per mole. The calculation puts the HOMO energy (alpha / beta) at -12.62 / -13.72 eV. As for the multiplicity: 3. For the total energy, the calculation gives -131965.437 eV.

Each line ends with the Löwdin charge.
CARTESIAN COORDINATES (ANGSTROEM)
N -5.23 3.10 -2.37  0.087
C -4.99 3.15 -1.06  -0.105
C -3.94 2.45 -0.48  0.009
C -3.06 1.71 -1.31  -0.194
C -3.36 1.64 -2.70  0.019
C -4.47 2.36 -3.18  -0.096
C -1.79 1.26 -0.79  -0.146
Pd -0.27 0.07 0.12  0.640
P 1.89 -0.34 0.39  0.899
C -0.80 0.79 -1.68  -0.264
C 0.08 1.73 -2.44  -0.233
C 0.62 1.30 -3.66  -0.020
C 1.49 2.13 -4.39  -0.083
C 1.95 3.33 -3.80  -0.744
C 1.39 3.76 -2.58  -0.093
C 0.41 3.00 -1.95  -0.050
Br 3.19 4.33 -4.66  0.893
H -1.64 1.53 0.28  0.093
H -1.05 -0.09 -2.29  0.094
H -3.77 2.53 0.59  0.116
H -2.75 1.09 -3.42  0.119
H -5.68 3.75 -0.46  0.124
H -4.75 2.33 -4.25  0.129
H 0.34 0.33 -4.08  0.117
H -0.12 3.42 -1.10  0.110
H 1.86 1.79 -5.36  0.118
H 1.72 4.68 -2.14  0.108
P -0.70 -2.25 -0.22  0.925
C 3.02 1.10 0.68  -0.380
C 4.49 0.68 0.79  -0.116
H 2.66 1.58 1.60  0.063
H 2.88 1.82 -0.14  0.074
H 4.90 0.96 1.76  0.095
H 4.64 -0.40 0.67  0.024
H 5.09 1.18 0.02  0.094
C 2.60 -0.88 -1.24  -0.367
C 3.65 -1.99 -1.34  -0.120
H 3.01 0.05 -1.66  0.091
H 1.72 -1.13 -1.86  0.026
H 3.72 -2.27 -2.40  0.093
H 4.65 -1.63 -1.05  0.079
H 3.43 -2.90 -0.77  0.065
C 2.33 -1.33 1.90  -0.338
C 3.62 -2.14 2.08  -0.112
H 1.47 -2.01 2.03  0.032
H 2.28 -0.56 2.68  0.092
H 3.58 -2.53 3.10  0.092
H 3.72 -3.00 1.41  0.075
H 4.54 -1.53 2.05  0.062
C -0.53 -3.30 1.27  -0.386
C -1.13 -4.71 1.20  -0.107
H -0.96 -2.70 2.08  0.065
H 0.54 -3.39 1.46  0.067
H -2.21 -4.72 1.02  0.075
H -0.62 -5.31 0.43  0.074
H -0.94 -5.19 2.18  0.092
C 0.33 -3.16 -1.45  -0.364
C 0.00 -2.89 -2.92  -0.118
H 0.23 -4.23 -1.22  0.089
H 1.38 -2.92 -1.24  0.038
H -1.08 -2.97 -3.11  0.074
H 0.34 -1.91 -3.26  0.048
H 0.50 -3.64 -3.54  0.095
C -2.44 -2.41 -0.76  -0.377
C -3.46 -2.06 0.33  -0.127
H -2.56 -3.45 -1.10  0.099
H -2.58 -1.75 -1.63  0.072
H -4.20 -1.38 -0.08  0.078
H -4.00 -2.96 0.65  0.085
H -3.01 -1.59 1.22  0.044
C -2.13 0.56 5.27  0.005
N -1.30 1.21 4.27  -0.041
C -0.76 2.43 4.54  0.011
C -0.03 3.07 3.58  0.014
C 0.06 2.46 2.32  -0.370
N -0.48 1.26 2.07  0.075
C -1.16 0.57 3.04  -0.471
O -1.65 -0.56 2.87  0.010
N 0.73 3.09 1.33  0.174
H -1.99 -0.53 5.25  0.103
H -3.19 0.77 5.09  0.115
H -1.84 0.95 6.25  0.101
H -0.97 2.81 5.53  0.150
H 0.46 4.02 3.75  0.126
H 1.21 3.94 1.56  0.135
H 0.83 2.67 0.41  0.051

# 2
ORCA calculation (wB97M-V/def2-TZVPD) on a structure of composition C54H52AsBeFN4O3P.

Its net charge is +1. The value obtained for the LUMO energy is -0.1236 Eh. The calculation puts the HOMO energy at -8.08 eV. As for the multiplicity: 1. For the total energy, the calculation gives -142187.496 eV.

Each line ends with the Löwdin charge.
CARTESIAN COORDINATES (ANGSTROEM)
Be 1.44 -1.14 1.83  0.046
C -2.41 4.95 2.17  -0.048
C -1.48 4.46 3.28  -0.179
N -0.61 3.40 2.82  -0.027
C -0.79 2.14 3.22  0.050
C -0.05 1.10 2.83  -0.010
C -0.41 -0.32 3.29  -0.509
O -1.40 -0.56 3.96  0.081
O 0.37 -1.26 2.85  -0.023
C 1.02 1.30 1.96  -0.205
O 1.74 0.39 1.45  0.031
C 1.32 2.68 1.59  -0.016
C 2.44 2.95 0.79  0.125
C 2.63 4.21 0.27  -0.174
F 3.69 4.44 -0.52  0.074
C 1.76 5.26 0.62  -0.169
C 0.72 4.96 1.49  0.071
C 0.47 3.70 2.00  -0.121
N 1.90 6.50 -0.01  -0.131
C 1.66 6.69 -1.42  -0.125
C 2.91 6.81 -2.30  -0.062
N 3.84 7.85 -1.65  0.053
C 4.06 7.69 -0.18  -0.080
C 2.70 7.56 0.56  -0.117
H -3.05 5.79 2.39  0.080
H -3.05 4.12 1.84  0.089
H -1.85 5.28 1.30  0.056
H -1.94 4.06 4.23  0.147
H -0.84 5.26 3.72  0.131
H -1.62 1.93 3.89  0.161
H 3.07 2.15 0.53  0.116
H 0.13 5.87 1.74  0.138
H 1.07 7.60 -1.49  0.127
H 1.02 5.87 -1.76  0.146
H 2.72 7.14 -3.34  0.143
H 3.50 5.85 -2.36  0.141
H 3.49 8.80 -1.76  0.174
H 4.74 7.80 -2.14  0.186
H 4.68 8.55 0.12  0.144
H 4.63 6.77 -0.10  0.131
H 2.13 8.51 0.55  0.138
H 2.89 7.20 1.58  0.144
C 3.45 -6.19 2.32  -0.117
C 4.34 -5.45 1.55  -0.090
C 4.14 -4.07 1.29  -0.007
C 2.95 -3.41 1.76  -0.269
C 2.07 -4.18 2.54  -0.062
C 2.36 -5.51 2.85  -0.100
N 2.73 -2.07 1.47  -0.002
C 3.61 -1.45 0.51  -0.288
C 3.60 -1.74 -0.89  -0.044
C 4.39 -1.00 -1.74  -0.092
C 5.26 -0.03 -1.20  -0.097
C 5.26 0.24 0.17  -0.106
C 4.44 -0.48 1.00  -0.064
H 3.66 -7.22 2.47  0.088
H 5.17 -5.92 1.18  0.063
H 4.82 -3.55 0.56  0.117
H 1.19 -3.72 2.99  0.100
H 1.69 -6.02 3.54  0.100
H 2.93 -2.53 -1.26  0.123
H 4.37 -1.23 -2.78  0.093
H 5.98 0.50 -1.84  0.101
H 5.89 1.06 0.51  0.101
H 4.51 -0.37 2.08  0.126
C -1.93 -1.61 0.38  -0.412
C -3.04 -1.51 -0.62  -0.432
As -4.71 -1.93 0.36  1.303
C -4.17 -3.77 0.71  -0.426
C -4.02 -4.18 2.01  -0.161
C -3.57 -5.44 2.40  -0.095
C -3.26 -6.36 1.42  -0.096
C -3.25 -5.98 0.09  -0.078
C -3.71 -4.69 -0.24  -0.095
C -5.97 -2.09 -1.09  -0.416
C -5.66 -1.59 -2.37  -0.113
C -6.62 -1.52 -3.37  -0.087
C -7.86 -2.04 -3.07  -0.101
C -8.19 -2.70 -1.87  -0.076
C -7.21 -2.73 -0.90  -0.120
P -0.17 -1.53 -0.14  1.139
C -0.20 -3.08 -1.10  -0.348
C -0.56 -3.10 -2.45  -0.104
C -0.61 -4.30 -3.08  -0.103
C -0.15 -5.46 -2.51  -0.080
C 0.21 -5.47 -1.16  -0.068
C 0.15 -4.28 -0.44  -0.075
C -0.12 -0.15 -1.31  -0.321
C -0.98 0.99 -1.29  -0.105
C -0.74 2.10 -2.05  -0.126
C 0.33 2.15 -2.89  -0.121
C 1.15 1.05 -3.05  -0.080
C 0.90 -0.06 -2.29  -0.091
H -2.02 -2.56 0.88  0.060
H -2.07 -0.88 1.18  0.070
H -3.00 -2.24 -1.39  0.037
H -3.23 -0.53 -1.09  0.056
H -4.11 -3.51 2.92  0.119
H -3.45 -5.62 3.49  0.120
H -2.91 -7.34 1.73  0.104
H -2.89 -6.65 -0.65  0.094
H -3.72 -4.47 -1.32  0.107
H -4.74 -1.17 -2.51  0.050
H -6.40 -1.01 -4.30  0.105
H -8.66 -1.93 -3.82  0.109
H -9.13 -3.16 -1.76  0.089
H -7.38 -3.11 0.14  0.111
H -0.88 -2.24 -3.01  0.107
H -0.98 -4.33 -4.08  0.098
H -0.08 -6.36 -3.12  0.110
H 0.66 -6.36 -0.69  0.121
H 0.35 -4.20 0.64  0.100
H -1.81 1.00 -0.57  0.101
H -1.51 2.93 -2.05  0.126
H 0.47 3.02 -3.51  0.095
H 1.91 1.09 -3.79  0.100
H 1.50 -1.01 -2.32  0.101

# 3
ORCA calculation (wB97M-V/def2-TZVPD) on the ion C6H10NS with charge +1.

Its net charge is +1. The value obtained for the LUMO energy is -0.1429 Eh. As for the energy above the lowest of the compared OMol25 structures with the same formula, charge and spin: 6.1 kcal per mole. The calculation puts the HOMO energy at -13.46 eV. As for the multiplicity: 1. For the total energy, the calculation gives -18701.649 eV.

Each line ends with the natural charge from an NBO analysis.
CARTESIAN COORDINATES (ANGSTROEM)
C 1.22 -1.98 0.61  -0.416
C 0.40 -1.50 -0.32  0.052
C 0.06 0.19 0.20  0.414
C -0.21 -2.06 -1.53  -0.678
C -0.81 1.12 -0.50  -0.721
C 0.77 1.61 2.06  -0.437
N 0.75 0.38 1.28  -0.440
S 1.68 -0.92 1.89  0.647
H 1.63 -2.97 0.64  0.281
H -0.93 -2.84 -1.26  0.257
H -0.72 -1.30 -2.11  0.239
H 0.56 -2.51 -2.16  0.259
H -1.47 1.64 0.19  0.265
H -0.22 1.87 -1.04  0.277
H -1.42 0.59 -1.24  0.266
H 0.39 2.44 1.47  0.240
H 0.16 1.49 2.95  0.245
H 1.80 1.82 2.36  0.248